# 1
The following is a quantum chemistry calculation of a cluster of 2 separate species, C20H17Cl4NO3S in total, from the Open Molecules 2025 dataset.

Positions of all 46 atoms, in Å:
C1 -2.65 -0.51 1.76
O1 -1.50 0.19 1.22
C2 -0.63 -0.44 0.40
C3 -0.31 0.29 -0.73
S1 -0.90 1.93 -0.91
C4 -0.63 1.85 -2.61
C5 -1.05 2.97 -3.49
C6 -0.05 0.67 -2.99
C7 0.29 0.26 -4.38
N1 0.17 -0.18 -1.93
C8 0.86 -1.46 -2.07
C9 -0.33 -1.85 0.61
C10 -1.13 -2.79 -0.06
C11 -0.91 -4.15 0.13
C12 0.09 -4.57 1.02
C13 0.86 -3.64 1.72
C14 0.67 -2.28 1.50
H1 -2.92 0.07 2.64
H2 -3.45 -0.46 1.01
H3 -2.41 -1.54 2.01
H4 -0.71 2.80 -4.51
H5 -2.14 3.09 -3.50
H6 -0.62 3.92 -3.13
H7 -0.06 1.04 -5.07
H8 1.37 0.15 -4.57
H9 -0.20 -0.68 -4.69
H10 1.52 -1.41 -2.93
H11 1.46 -1.68 -1.18
H12 0.15 -2.28 -2.24
H13 -1.88 -2.41 -0.76
H14 -1.53 -4.86 -0.41
H15 0.27 -5.64 1.17
H16 1.62 -3.94 2.44
H17 1.29 -1.53 1.97
O2 0.10 0.04 3.32
C15 0.54 1.09 2.84
C16 1.91 1.19 2.18
O3 2.30 0.39 1.32
C17 2.70 2.33 2.64
Cl1 4.39 2.18 2.60
C18 2.04 3.52 2.92
Cl2 2.91 4.93 3.31
C19 0.60 3.56 2.82
Cl3 -0.20 5.06 2.63
C20 -0.13 2.38 2.87
Cl4 -1.81 2.37 3.12

Summary:
HOMO level in eV: -5.91
Energy above the lowest of the compared OMol25 structures with the same formula, charge and spin in kJ/mol: 0.00
Structure (SMILES): CO/C(=C1\SC(C)=C(C)N1C)c1ccccc1.O=C1C(=O)C(Cl)=C(Cl)C(Cl)=C1Cl

***

# 2
The following is a quantum chemistry calculation of a cluster of 4 separate species, C20H17F24NO8 in total, from the Open Molecules 2025 dataset.

Positions of all 70 atoms, in Å:
F1 6.07 -0.15 -6.56
C1 6.39 1.14 -6.34
F2 7.64 1.18 -5.84
C2 5.44 1.81 -5.34
F3 5.58 1.24 -4.12
F4 5.89 3.09 -5.24
C3 3.95 1.91 -5.70
O1 3.03 0.98 -5.14
C4 2.73 -0.23 -5.73
F5 3.24 -0.33 -6.97
F6 1.39 -0.27 -5.85
C5 3.12 -1.41 -4.84
F7 4.44 -1.40 -4.56
F8 2.84 -2.56 -5.50
H1 6.38 1.68 -7.29
H2 3.64 2.86 -5.26
H3 3.80 2.02 -6.77
H4 2.56 -1.38 -3.90
F9 -3.53 -4.12 4.51
C6 -3.31 -3.74 5.79
F10 -3.93 -2.55 5.98
C7 -1.82 -3.58 6.09
F11 -1.31 -2.56 5.37
F12 -1.77 -3.21 7.40
C8 -0.91 -4.81 5.97
O2 -0.11 -4.96 4.79
C9 -0.56 -5.60 3.66
F13 -1.72 -6.25 3.85
F14 0.36 -6.54 3.35
C10 -0.62 -4.65 2.47
F15 -1.43 -3.60 2.69
F16 -1.11 -5.32 1.38
H5 -3.76 -4.48 6.46
H6 -0.16 -4.67 6.75
H7 -1.43 -5.73 6.22
H8 0.38 -4.27 2.23
F17 -3.24 6.03 -0.07
C11 -3.54 4.73 0.06
F18 -4.89 4.62 0.08
C12 -2.99 4.13 1.36
F19 -3.59 4.70 2.43
F20 -3.37 2.82 1.34
C13 -1.46 4.11 1.56
O3 -0.87 5.11 2.38
C14 -0.46 6.33 1.91
F21 -0.50 6.41 0.56
F22 0.83 6.48 2.28
C15 -1.23 7.49 2.57
F23 -2.55 7.38 2.36
F24 -0.80 8.65 2.02
H9 -3.16 4.18 -0.80
H10 -1.27 3.19 2.11
H11 -0.93 4.00 0.61
H12 -1.03 7.50 3.64
N1 -0.42 -3.72 -1.12
C16 -0.18 -2.39 -0.88
C17 -0.88 -1.47 -0.23
C18 -2.20 -1.64 0.41
O4 -3.11 -0.69 -0.15
O5 -3.39 -1.18 -1.45
C19 -0.12 -0.21 -0.25
O6 -0.44 0.86 0.21
O7 1.06 -0.43 -0.92
C20 1.06 -1.72 -1.38
O8 1.93 -2.18 -2.07
H13 -1.03 -3.88 -1.91
H14 -0.71 -4.22 -0.30
H15 -2.59 -2.61 0.18
H16 -2.13 -1.45 1.47
H17 -3.16 -0.43 -2.02

Summary:
HOMO level in eV: -10.68
Structure (SMILES): FC(F)C(F)(F)COC(F)(F)C(F)F.FC(F)C(F)(F)COC(F)(F)C(F)F.FC(F)C(F)(F)COC(F)(F)C(F)F.NC1=C(COO)C(=O)OC1=O

***

# 3
The following is a quantum chemistry calculation of the molecule C20H17F3N4O2S, from the Open Molecules 2025 dataset.

Positions of all 47 atoms, in Å:
C1 -3.79 -0.15 3.36
C2 -2.79 -0.39 4.48
O1 -2.97 0.30 5.41
N1 -1.90 -1.45 4.65
C3 -1.43 -2.32 3.67
N2 -1.75 -2.17 2.40
C4 -1.22 -3.16 1.66
C5 -1.22 -3.28 0.29
O2 -1.98 -2.47 -0.53
C6 -1.71 -1.08 -0.56
C7 -0.52 -0.47 -0.18
C8 -0.36 0.91 -0.38
C9 0.98 1.46 -0.18
C10 1.17 2.86 0.06
C11 2.44 3.54 0.12
C12 3.68 2.70 0.08
C13 5.04 3.27 -0.13
F1 6.01 2.32 -0.21
F2 5.04 4.00 -1.27
F3 5.29 4.15 0.82
C14 3.33 1.65 -0.97
C15 2.20 0.71 -0.52
N3 -1.43 1.62 -0.77
C16 -2.53 0.95 -1.03
N4 -2.76 -0.29 -0.86
C17 -0.71 -4.52 -0.20
C18 -0.19 -5.54 0.54
C19 0.01 -5.29 1.93
C20 -0.48 -4.04 2.45
S1 -0.44 -3.71 4.17
H1 -4.66 0.40 3.77
H2 -3.51 0.32 2.42
H3 -4.05 -1.16 2.96
H4 -1.54 -1.58 5.60
H5 0.27 -1.20 0.10
H6 0.16 3.23 0.44
H7 2.53 4.20 0.98
H8 2.39 4.21 -0.76
H9 3.83 2.27 1.14
H10 4.10 1.11 -1.46
H11 3.05 2.16 -1.91
H12 2.53 0.18 0.37
H13 1.95 -0.03 -1.41
H14 -3.40 1.57 -1.23
H15 -0.69 -4.74 -1.25
H16 0.19 -6.45 0.05
H17 0.58 -5.95 2.52

Summary:
HOMO level in eV: -8.71
Energy above the lowest of the compared OMol25 structures with the same formula, charge and spin in kJ/mol: 187.54
Structure (SMILES): CC(=O)Nc1nc2c(Oc3cc(C4=CC[C@H](C(F)(F)F)CC4)ncn3)cccc2s1

***

# 4
The following is a quantum chemistry calculation of a structure of composition C20H17N4O2SSbSe4Zr, from the Open Molecules 2025 dataset.

Positions of all 50 atoms, in Å:
Zr1 -0.24 -0.49 0.65
Se1 3.29 2.32 2.79
Sb1 2.56 0.11 2.28
Se2 2.13 0.00 -0.26
Se3 0.09 -0.08 3.09
Se4 3.57 -1.93 2.95
O1 -2.05 -1.91 1.06
S1 -3.15 -1.15 0.42
O2 -3.83 -1.78 -0.67
N1 -2.28 0.14 0.08
C1 -2.76 1.43 -0.13
C2 -4.04 1.80 -0.45
C3 -4.35 3.18 -0.60
C4 -3.39 4.13 -0.46
C5 -2.06 3.77 -0.15
C6 -1.00 4.69 0.00
C7 0.25 4.23 0.29
C8 0.47 2.85 0.43
N2 -0.49 1.96 0.32
C9 -1.75 2.41 0.03
C10 -4.34 -0.75 1.65
C11 -3.90 -0.21 2.85
C12 -4.83 0.11 3.82
C13 -6.18 -0.10 3.58
C14 -6.61 -0.64 2.37
C15 -5.68 -0.97 1.39
H1 -4.82 1.07 -0.60
H2 -5.36 3.46 -0.84
H3 -3.63 5.18 -0.58
H4 -1.20 5.75 -0.12
H5 1.09 4.90 0.42
H6 1.46 2.49 0.65
H7 -2.84 -0.06 3.01
H8 -4.50 0.53 4.76
H9 -6.91 0.15 4.34
H10 -7.66 -0.80 2.20
H11 -6.00 -1.39 0.45
N3 0.72 -6.80 -0.54
C16 0.58 -5.46 -0.45
C17 1.53 -4.66 0.19
C18 1.35 -3.31 0.26
N4 0.28 -2.67 -0.25
C19 -0.64 -3.44 -0.87
C20 -0.53 -4.80 -1.01
H12 1.46 -7.27 -0.06
H13 -0.01 -7.37 -0.92
H14 2.42 -5.10 0.65
H15 2.11 -2.69 0.74
H16 -1.50 -2.93 -1.27
H17 -1.29 -5.34 -1.55

Summary:
HOMO level in eV: -7.34
Energy above the lowest of the compared OMol25 structures with the same formula, charge and spin in kJ/mol: 0.00

***

Max |F| for the records above, in order: 0.066 0.043 0.135 0.012 hartree/bohr